102
Properties=species:S:1:pos:R:3:mulliken_charge:R:1 method="wB97M-V/def2-TZVPD" homo_lumo_gap_ha=0.044 total_charge=+2 homo_energy_ev=-13.61 largest_force_ha_per_bohr=0.11908 lumo_energy_ha=-0.4564 multiplicity=1
Hf -2.529 -6.749 3.718 1.2977
S 1.522 7.871 -4.167 1.1207
S -6.697 -0.505 1.174 1.0981
S 3.852 -6.405 7.619 1.1102
S -0.173 4.238 5.052 1.0565
S -4.120 -7.410 -7.663 1.1509
O 0.579 8.755 -3.472 -0.5897
O -6.090 -0.025 -0.308 -0.3054
O 2.816 8.764 -4.759 -0.2834
O -3.226 -8.547 -7.585 -0.5820
O 4.243 -7.352 8.879 -0.3135
O -3.692 -6.452 -9.025 -0.3628
O -0.962 4.964 3.732 -0.3228
O 9.631 4.983 -3.510 -0.5023
O -6.544 0.765 1.982 -0.5908
O 9.386 3.348 -4.957 -0.5154
O -0.814 -3.327 0.145 -0.2799
O 0.131 5.263 6.031 -0.5421
O -5.531 -7.617 -7.712 -0.5738
O 2.453 -6.579 7.332 -0.6213
O -6.037 -1.738 1.521 -0.5882
O 0.856 3.367 4.442 -0.5806
O 0.956 7.053 -5.231 -0.5692
O 4.836 -6.492 6.554 -0.5641
O -0.144 -2.496 1.891 -0.2997
N 9.293 3.827 -3.812 0.8987
C 8.558 3.384 -1.446 -0.1214
C 3.265 9.899 -3.998 0.0043
C 4.171 -7.490 11.318 -1.0521
C -4.606 -5.469 -9.591 -0.1924
C -8.451 -0.808 0.687 -0.8648
C -0.189 -2.402 0.682 0.8012
C 4.602 10.248 -4.566 -1.2996
C 0.048 -1.088 -0.080 -0.8298
C -5.362 1.774 -1.674 -1.2958
C 8.626 2.998 -2.779 -0.0432
C 7.942 1.867 -3.138 -0.0714
C 7.150 1.099 -2.250 -0.3452
C -6.541 1.142 -0.867 -0.2152
C 3.369 -7.634 10.028 -0.2598
C 2.560 6.827 -3.033 -0.8340
C -3.002 6.149 3.081 -1.2003
C -1.722 3.241 5.672 -0.7868
C -1.752 6.141 3.953 -0.1105
C 7.025 1.591 -0.916 -0.3393
C 4.048 -4.819 8.502 -0.8905
C -3.727 -6.282 -6.356 -0.8654
C -4.041 -4.047 -9.537 -1.0413
C 7.715 2.740 -0.544 -0.4713
B -4.729 -8.981 0.669 -0.0786
H 4.352 -6.461 11.629 0.2884
H 3.310 7.491 -2.603 0.2969
H -2.017 2.652 4.804 0.2805
H -2.860 6.127 2.000 0.3144
H -3.043 -4.135 -9.966 0.2864
H 5.157 9.332 -4.772 0.3396
H -3.770 5.413 3.318 0.3192
H -5.052 -7.953 0.739 -0.0875
H -5.024 1.032 -2.397 0.3158
H -2.811 -5.731 -6.572 0.3085
H 2.419 -7.101 10.049 0.3336
H -0.578 -0.338 0.405 0.2915
H -8.836 0.156 0.357 0.3120
H 1.913 6.648 -2.174 0.3350
H -5.536 -5.497 -9.023 0.3036
H 2.722 10.844 -3.993 0.2635
H -3.650 -8.971 0.681 -0.0812
H 5.117 -4.724 8.696 0.3326
H 5.088 -8.074 11.406 0.3032
H -4.465 1.943 -1.079 0.3094
H -8.457 -1.516 -0.142 0.3389
H 3.497 9.580 -2.982 0.2461
H 2.836 5.944 -3.610 0.3008
H -7.314 0.914 -1.602 0.3159
H 5.113 10.962 -3.920 0.3873
H -4.950 -9.384 1.646 -0.0053
H 7.741 3.029 0.496 0.3962
H 3.564 -7.865 12.142 0.3689
H 3.621 -4.732 9.501 0.3083
H -1.154 6.992 3.625 0.2581
H -2.149 6.261 4.961 0.3072
H -0.264 -1.101 -1.124 0.3366
H -2.407 4.037 5.964 0.2869
H -5.718 2.646 -2.223 0.3709
H 1.073 -0.716 -0.098 0.3144
H 6.458 0.967 -0.241 0.3752
H -6.984 1.870 -0.188 0.4340
H -3.563 7.062 3.282 0.3795
H 4.529 10.826 -5.486 0.3173
H 3.792 -4.032 7.793 0.3390
H 6.721 0.175 -2.610 0.4072
H -3.958 -3.602 -8.545 0.2783
H -4.829 -5.756 -10.619 0.3134
H 3.083 -8.683 9.942 0.3159
H -1.509 2.601 6.529 0.3565
H -4.666 -3.349 -10.094 0.3630
H -9.127 -1.080 1.498 0.3625
H -5.225 -9.566 -0.089 -0.0072
H -3.589 -6.875 -5.452 0.3674
H 7.933 1.484 -4.148 0.4152
H -4.573 -5.600 -6.283 0.3018
H 9.087 4.266 -1.116 0.4417

***

80
Properties=species:S:1:pos:R:3:lowdin_spin:R:1 method="wB97M-V/def2-TZVPD" homo_lumo_gap_ha="0.256 / 0.169" e_above_lowest_ev=0.000 s_squared=6.04 total_charge=+3 homo_energy_ev="-17.16 / -17.22" largest_force_ha_per_bohr=0.00391 lumo_energy_ha="-0.3751 / -0.4635" multiplicity=5
Os 0.700 0.769 -0.405 2.2195
P 0.017 -1.548 -0.548 0.0489
P 0.694 0.402 1.954 0.0510
Si -0.775 3.906 -0.984 0.0363
O 0.140 2.523 -0.473 0.4304
O 1.521 -2.173 -4.779 -0.0003
N -0.280 -3.504 1.336 0.0450
N 2.701 -1.269 -6.482 0.0000
N 0.295 -1.825 3.511 0.0438
N 1.598 0.967 -2.350 0.0430
C -2.444 -0.310 -0.648 0.0190
C 2.138 -1.241 -5.270 -0.0002
C -2.475 -2.816 -0.790 -0.0008
C 2.285 0.025 -4.447 0.0005
C -1.658 -1.456 -2.732 0.0002
C -1.762 1.149 2.959 0.0015
C 0.028 -3.128 3.680 0.0448
C 2.427 0.433 2.496 0.0128
C -0.207 -5.048 5.212 0.0776
C -0.261 -3.966 2.594 0.0452
C -0.750 3.833 -2.841 0.0096
C -0.276 1.476 3.117 0.0194
C 2.308 2.082 -2.635 0.0156
C 0.242 -1.364 2.269 0.0130
C -0.499 -5.873 4.141 0.0782
C -0.526 -5.356 2.837 0.3072
C 3.017 2.210 -3.809 0.0019
C 0.181 1.267 4.566 0.0047
C 0.112 5.367 -0.274 0.0080
C 1.603 -0.019 -3.249 0.0133
C 0.059 -3.686 5.003 0.3072
C 3.012 1.171 -4.736 0.0098
C -0.044 -2.209 1.178 0.0189
C -1.731 -1.545 -1.201 0.0011
C 0.946 -2.868 -1.381 0.0191
C -0.005 2.928 2.714 0.0000
C -2.498 3.677 -0.330 0.0037
H -2.495 -0.309 0.442 0.0002
H 3.047 -0.160 1.822 0.0043
H 3.171 -0.486 -6.898 0.0000
H 2.789 1.462 2.488 0.0013
H -3.095 4.535 -0.651 0.0004
H -0.453 1.890 5.200 0.0014
H 0.439 -3.809 -1.168 0.0023
H 1.959 -2.910 -0.979 0.0005
H -2.649 -2.861 0.286 0.0004
H 0.099 5.368 0.817 -0.0001
H -1.060 2.857 -3.221 -0.0001
H -2.337 1.822 3.597 0.0002
H 2.509 0.033 3.506 0.0005
H 1.154 5.408 -0.599 0.0000
H 3.579 1.277 -5.651 0.0004
H -2.679 -1.367 -3.108 0.0003
H -3.451 -2.810 -1.278 0.0000
H -1.960 -3.724 -1.103 0.0000
H -3.469 -0.294 -1.023 0.0018
H -0.745 -5.994 1.988 0.0106
H 1.208 1.596 4.723 0.0001
H -2.549 3.646 0.759 -0.0001
H -0.368 6.289 -0.607 0.0013
H 0.080 0.239 4.901 0.0000
H 1.058 3.175 2.722 0.0000
H -0.491 3.579 3.443 0.0004
H 3.573 3.118 -3.995 0.0001
H 1.039 -0.906 -3.034 0.0003
H -2.108 1.303 1.935 0.0005
H -0.412 3.153 1.732 -0.0006
H 0.292 -3.030 5.833 0.0105
H 2.601 -2.108 -7.034 0.0000
H -1.999 0.129 3.270 0.0003
H -1.217 -2.342 -3.188 0.0000
H -1.976 0.622 -0.990 0.0094
H -0.706 -6.923 4.298 0.0002
H -1.457 4.568 -3.232 0.0014
H 1.007 -2.733 -2.463 0.0003
H 2.288 2.874 -1.899 0.0028
H 0.229 4.071 -3.260 0.0000
H -1.117 -0.575 -3.075 -0.0001
H -0.179 -5.443 6.219 0.0002
H -2.985 2.785 -0.728 -0.0001

***

34
Properties=species:S:1:pos:R:3:mulliken_charge:R:1 method="wB97M-V/def2-TZVPD" homo_lumo_gap_ha=0.351 e_above_lowest_ev=1.877 total_charge=-1 homo_energy_ev=-6.80 largest_force_ha_per_bohr=0.10443 lumo_energy_ha=0.1013 multiplicity=1
O -7.849 16.509 26.142 -0.8226
O -6.343 15.784 29.383 -0.7241
O -9.068 13.853 29.869 -0.8132
O -8.224 11.561 27.062 -0.6666
O -9.272 15.975 29.653 -0.7873
O -8.804 18.239 28.001 -0.7511
O -9.519 11.310 29.380 -0.6748
O -11.485 12.291 27.652 -0.6571
O -10.980 16.775 26.746 -0.6898
O -8.879 14.134 25.504 -0.6759
O -6.590 12.057 30.027 -0.6422
O -7.136 14.022 27.598 -0.4012
O -9.792 14.661 28.015 -0.3892
N -9.551 14.817 29.241 0.9161
H -7.221 15.993 29.689 0.3564
H -11.000 11.787 28.268 0.3924
H -9.692 18.246 27.590 0.3838
H -5.937 16.576 28.992 0.3165
H -9.269 14.143 26.383 0.3415
H -6.758 14.616 28.225 0.2590
H -8.055 12.448 27.404 0.2785
H -6.375 13.642 27.145 0.2226
H -11.879 16.563 26.454 0.2562
H -11.203 13.132 28.028 0.2317
H -7.832 15.648 26.634 0.2764
H -7.027 11.444 29.481 0.2972
H -9.297 12.175 29.712 0.4013
H -8.962 15.067 25.347 0.4597
H -8.304 17.127 26.661 0.4978
H -8.878 17.394 28.404 0.3553
H -8.606 11.236 27.883 0.3933
H -7.149 12.817 30.161 0.3649
H -10.601 16.171 27.360 0.3769
H -9.089 10.595 29.860 0.3174

***

57
Properties=species:S:1:pos:R:3:mulliken_charge:R:1 method="wB97M-V/def2-TZVPD" homo_lumo_gap_ha="0.285 / 0.294" e_above_lowest_ev=0.197 homo_energy_ev="-8.53 / -8.48" largest_force_ha_per_bohr=0.02933 lumo_energy_ha="-0.0287 / -0.0173" multiplicity=1
Pt 0.141 0.023 0.039 2.1217
S 0.606 -0.826 3.042 1.9968
F -2.068 -0.378 0.123 -0.3972
F -3.321 -1.469 -1.471 -0.3442
F -1.712 0.069 -2.077 -0.3583
F -3.667 0.786 -1.071 -0.3371
O 0.498 -1.944 -0.543 -0.9838
O 2.053 -1.030 2.919 -0.9897
O 0.210 0.435 2.385 -0.7292
O 2.415 0.152 0.437 -0.6910
O -0.201 -1.952 2.614 -0.7240
N -0.275 -3.876 0.339 0.2099
N -0.243 2.007 0.109 -0.0489
C 1.229 -0.118 5.615 -0.3252
C 0.243 -0.588 4.756 -0.4611
C -1.032 -0.864 5.227 -0.6233
C 1.002 -4.207 0.967 -0.9034
C -1.318 -0.659 6.568 -0.7952
C -0.348 -0.187 7.448 1.0147
C 0.928 0.079 6.955 -0.7237
C 1.764 2.401 -1.236 -1.2948
C -0.663 0.035 8.906 -1.4190
C 0.574 2.904 -0.472 0.9370
C 3.022 2.345 -0.364 -0.6992
C -0.438 -2.777 -0.344 0.3169
C -1.330 2.408 0.783 0.0300
C 2.853 1.458 0.849 -0.4767
C 0.308 4.258 -0.352 -0.7365
C -1.418 -4.719 0.660 -0.9215
C -1.650 3.741 0.911 -0.9484
C -0.809 4.685 0.344 -0.3738
B -2.752 -0.237 -1.184 0.4289
H 2.223 0.074 5.232 0.4508
H -1.237 -5.740 0.326 0.3265
H 2.406 -0.398 1.259 0.3018
H 0.978 4.964 -0.825 0.4973
H 1.121 -5.290 0.948 0.4087
H -2.313 -0.877 6.940 0.2840
H 1.698 0.437 7.629 0.3673
H -2.545 4.021 1.449 0.4308
H -2.311 -4.327 0.178 0.3237
H -0.589 1.094 9.163 0.3174
H 1.545 1.411 -1.634 0.1939
H -1.670 -0.300 9.150 0.3345
H 1.013 -3.839 1.990 0.2289
H 0.040 -0.505 9.543 0.3417
H 2.124 1.878 1.546 0.2523
H -1.026 5.742 0.434 0.4102
H -1.427 -2.635 -0.786 0.3839
H -1.783 -1.244 4.546 0.4289
H 3.861 1.997 -0.970 0.4422
H 3.271 3.350 -0.011 0.3686
H -1.937 1.625 1.210 0.5037
H 1.806 -3.736 0.411 0.2942
H -1.569 -4.714 1.739 0.3173
H 1.940 3.052 -2.093 0.4964
H 3.803 1.357 1.373 0.5445

***

83
Properties=species:S:1:pos:R:3:mulliken_charge:R:1 method="wB97M-V/def2-TZVPD" homo_lumo_gap_ha=0.195 e_above_lowest_ev=0.000 total_charge=-2 homo_energy_ev=-1.37 largest_force_ha_per_bohr=0.02351 lumo_energy_ha=0.1446 multiplicity=1
Ba 1.616 1.703 -0.219 0.8602
S 6.765 3.707 0.124 -0.1670
S 9.421 2.557 0.893 -0.4050
S -1.484 0.625 -0.930 -0.4139
S 3.850 4.083 -0.044 -0.5535
S 6.791 1.281 1.548 -0.1513
S 3.882 0.912 1.820 -0.4198
Si -0.792 -1.290 -1.156 -1.1557
O 0.538 -1.464 -0.171 0.6341
O -0.270 -1.834 -2.609 -0.1847
O -1.918 -2.468 -0.767 0.2984
N 2.477 0.584 -3.905 -0.6468
N 1.628 3.445 2.337 0.1273
N 0.355 0.355 2.150 0.7273
N -0.704 3.886 -0.493 0.0845
N -1.219 2.954 2.242 1.3572
C -2.532 -2.000 1.541 -0.7510
C -1.578 1.707 2.881 -1.0183
C -3.254 -4.053 0.322 -1.8817
C 0.752 -3.885 -0.411 -1.5592
C -2.242 3.480 1.373 -0.8355
C -0.905 -2.009 -3.874 1.7425
C 2.053 -2.585 1.268 -1.5810
C -2.957 -2.563 0.190 1.9107
C -1.731 4.489 0.356 -0.9911
C 1.467 -2.567 -0.138 1.7355
C 2.227 0.926 -2.814 -0.2320
C 0.214 -2.040 -4.900 -1.6688
C 0.695 4.508 2.647 -0.7944
C 5.173 3.069 0.500 -0.0300
C -0.387 0.851 3.297 -1.0833
C -1.865 -0.863 -4.171 -1.4797
C 7.746 2.495 0.820 0.0886
C -4.188 -1.828 -0.332 -1.7047
C -1.656 -3.342 -3.865 -1.4378
C -0.631 3.937 3.133 -1.4012
C 2.552 -2.318 -1.175 -1.1861
C 5.189 1.898 1.189 0.1067
H 1.213 -0.114 2.424 0.0713
H -0.955 -4.160 -3.671 0.2751
H 2.740 -3.426 1.386 0.4532
H -2.604 4.836 -0.207 0.4844
H -3.512 -4.466 -0.657 0.3249
H -2.415 -3.344 -3.081 0.0642
H -2.365 -0.925 1.446 -0.4517
H -3.314 -2.167 2.290 0.5553
H -0.032 -4.063 0.331 0.1735
H 2.125 -2.234 -2.179 0.0319
H 3.088 -1.390 -0.962 0.2134
H -2.677 2.642 0.822 0.4954
H -2.680 -0.827 -3.439 0.1997
H -1.337 0.093 -4.132 0.2726
H 3.285 -3.130 -1.153 0.4506
H 1.482 -4.697 -0.349 0.6154
H -1.337 4.765 3.316 0.3554
H 0.537 5.075 1.727 0.2370
H -5.022 -1.913 0.373 0.4414
H 0.816 -1.130 -4.835 0.3365
H 0.880 -2.885 -4.693 0.3072
H -1.055 2.997 -0.855 -0.0515
H -0.462 3.471 4.107 0.5043
H -2.296 -0.998 -5.169 0.5023
H -0.501 4.467 -1.295 0.1720
H -1.608 -2.480 1.882 0.1289
H -2.201 1.873 3.781 0.0924
H -3.060 3.960 1.945 0.1945
H -3.945 -0.773 -0.484 0.2272
H -2.370 -4.579 0.694 0.3804
H -2.186 1.133 2.178 0.5692
H -4.086 -4.227 1.012 0.3848
H -1.324 5.367 0.864 0.3047
H 2.621 -1.670 1.456 0.0330
H 0.291 1.436 3.923 0.5507
H 2.487 3.800 1.917 0.0133
H -4.494 -2.258 -1.291 0.3221
H -0.783 0.049 3.935 0.5745
H -2.137 -3.519 -4.835 0.4994
H 1.049 5.224 3.402 0.4699
H 1.901 2.885 3.137 0.0480
H 1.249 -2.684 2.007 0.3233
H -0.184 -0.306 1.596 -0.5716
H 0.297 -3.892 -1.407 0.0750
H -0.195 -2.155 -5.910 0.4070

***

58
Properties=species:S:1:pos:R:3:mulliken_charge:R:1 method="wB97M-V/def2-TZVPD" homo_lumo_gap_ha=0.267 e_above_lowest_ev=5.287 homo_energy_ev=-9.13 largest_force_ha_per_bohr=0.24298 lumo_energy_ha=-0.0682 multiplicity=1
Br 0.014 -4.953 0.960 -0.2742
Cl 3.955 -0.440 0.692 -0.1889
P 1.260 -3.219 0.076 0.2858
O 0.563 -1.780 0.765 -0.3033
O -6.911 -1.625 1.717 -0.5657
O -4.465 2.290 2.738 -0.5903
O 0.493 0.401 2.401 -0.6594
O -0.709 4.189 -0.340 -0.4981
O 0.978 4.756 -5.350 -0.5481
O -4.819 0.840 -2.503 -0.5751
N 3.191 -6.489 0.986 -0.4450
N 2.601 -2.609 -2.928 -0.4926
C 4.163 -3.152 -0.442 -0.0178
C -0.321 4.320 -1.493 0.5399
C -0.647 0.836 2.479 0.4429
C 4.994 -1.775 -0.151 -0.1398
C -6.431 -1.058 0.746 0.3843
C 3.057 -3.531 0.755 0.0406
C 0.012 5.759 -3.450 -0.4017
C -1.091 1.977 1.653 -0.2679
C -6.145 0.390 0.768 -0.3847
C -3.325 1.855 2.660 0.2653
C 3.120 -5.175 1.053 -0.0587
C 0.591 4.625 -4.197 0.3093
C 6.842 -3.455 1.051 -0.9034
C -0.414 5.617 -2.191 -0.4227
C -2.338 2.450 1.737 -0.2462
C -1.634 0.241 3.402 -0.4373
C 3.216 -2.833 -1.785 -0.1249
C -6.113 -1.795 -0.493 -0.3648
C -5.586 -1.176 -1.554 -0.3775
C -2.881 0.714 3.486 -0.4194
C 0.683 3.328 -3.499 -0.4855
C 0.258 3.186 -2.240 -0.2656
C -5.300 0.272 -1.532 0.4001
C -5.618 1.009 -0.293 -0.2729
C 6.353 -1.927 0.738 -0.5222
H -1.292 -0.594 4.000 0.4478
H -5.346 -1.703 -2.470 0.4230
H 3.268 -2.977 1.764 0.4413
H 0.318 2.241 -1.714 0.5211
H -5.401 2.070 -0.293 0.4396
H 7.229 -1.414 0.111 0.2560
H 7.727 -3.424 1.849 0.3273
H 5.299 -1.294 -1.199 0.4894
H -2.680 3.286 1.138 0.4787
H -6.384 0.917 1.684 0.4623
H -0.048 6.704 -3.976 0.3992
H 1.111 2.506 -4.060 0.4346
H 6.308 -1.303 1.751 0.3130
H 1.273 -1.237 1.224 0.3387
H 4.819 -4.079 -0.753 0.5361
H 5.993 -4.165 1.447 0.2496
H 7.356 -3.870 0.056 0.2495
H -6.330 -2.856 -0.492 0.4216
H -3.617 0.288 4.157 0.4641
H -0.842 6.439 -1.630 0.4152
H -0.356 2.403 0.982 0.4774